{"formula": "C12H32AlN6", "method": "ωB97M-V with the def2-TZVPD basis set", "orbital_gap_ev": 12.05, "largest_force_ev_per_a": 0.3, "e_tot_ev": -28479.9553, "lumo_energy_ev": -9.02, "total_charge": 3, "homo_energy_ev": -21.07, "elements": ["Al", "C", "C", "N", "C", "C", "N", "C", "C", "C", "N", "C", "C", "N", "C", "H", "H", "H", "H", "H", "H", "H", "H", "H", "H", "H", "H", "H", "H", "H", "H", "H", "H", "H", "H", "H", "H", "H", "H", "N", "C", "C", "N", "H", "H", "H", "H", "H", "H", "H", "H"], "xyz": [[0.338, -0.329, 0.120], [-3.074, -0.978, -0.368], [-2.673, 0.324, 0.349], [-1.377, 0.249, 1.099], [-1.126, 1.548, 1.795], [0.311, 1.582, 2.292], [1.232, 1.117, 1.211], [1.853, 2.233, 0.417], [0.898, 3.094, -0.403], [-0.094, 2.366, -1.328], [0.189, 0.906, -1.520], [-0.801, 0.326, -2.478], [-0.712, -1.191, -2.435], [-0.678, -1.656, -1.015], [-2.018, -2.073, -0.476], [-3.461, -0.729, -1.357], [-3.909, -1.439, 0.160], [-3.462, 0.616, 1.042], [-2.580, 1.139, -0.366], [-1.543, -0.431, 1.842], [-1.817, 1.686, 2.628], [-1.313, 2.355, 1.091], [0.415, 0.916, 3.152], [0.575, 2.585, 2.630], [2.031, 0.708, 1.692], [2.600, 1.778, -0.238], [2.396, 2.888, 1.100], [1.540, 3.743, -0.999], [0.340, 3.765, 0.252], [-0.104, 2.851, -2.304], [-1.106, 2.446, -0.939], [1.088, 0.874, -2.003], [-0.622, 0.686, -3.491], [-1.794, 0.666, -2.191], [0.204, -1.517, -2.933], [-1.548, -1.638, -2.974], [-0.156, -2.531, -1.029], [-1.841, -2.516, 0.507], [-2.418, -2.866, -1.108], [0.726, -1.775, 1.594], [1.835, -2.702, 1.204], [2.886, -1.890, 0.468], [2.187, -1.058, -0.563], [0.996, -1.331, 2.473], [-0.069, -2.354, 1.864], [1.431, -3.484, 0.560], [2.271, -3.192, 2.074], [3.629, -2.545, 0.016], [3.414, -1.227, 1.156], [2.062, -1.643, -1.390], [2.850, -0.351, -0.879]], "mulliken_charge": [-2.2144, -0.7971, -0.5722, -0.0404, -0.5490, -0.7594, -0.0056, -0.6477, -0.7961, -0.5737, -0.0398, -0.5492, -0.7589, -0.0036, -0.6471, 0.3134, 0.4096, 0.7342, 0.1198, 0.5570, 0.6117, 0.2481, 0.3614, 0.5241, 0.4561, 0.2716, 0.5459, 0.4099, 0.3131, 0.7345, 0.1200, 0.5569, 0.6109, 0.2486, 0.3612, 0.5233, 0.4565, 0.2716, 0.5455, -0.1136, -0.5607, -0.5599, -0.1133, 0.3924, 0.3450, 0.2784, 0.4828, 0.4825, 0.2785, 0.3925, 0.3445]}